# 1
Computed, not measured: C38H60N5O6PTi as an isolated structure in a non-equilibrium geometry, with ωB97M-V/def2-TZVPD.

XYZ file:
```
111
Properties=species:S:1:pos:R:3:mulliken_charge:R:1
Ti 0.547 -0.092 0.585 -1.12
C 3.093 1.016 1.398 0.25
C 2.309 2.341 1.541 -1.11
O 0.930 2.065 1.729 0.15
C 0.453 2.144 3.064 -0.71
C -0.887 1.405 3.075 -0.37
O -0.705 0.051 2.681 0.13
C -0.548 -0.834 3.777 -0.42
C -0.278 -2.219 3.188 -0.92
O 0.832 -2.163 2.311 0.02
C 2.092 -2.158 2.976 -0.81
C 3.036 -1.218 2.233 -0.63
O 2.372 0.039 2.142 -0.30
H 4.113 1.127 1.793 0.75
H 3.126 0.701 0.342 -0.44
H 2.394 2.917 0.614 0.30
H 2.689 2.938 2.378 0.48
H 0.309 3.194 3.349 0.56
H 1.162 1.676 3.760 0.31
H -1.554 1.851 2.330 -0.39
H -1.362 1.462 4.062 0.72
H -1.460 -0.844 4.391 0.44
H 0.295 -0.510 4.404 0.34
H -1.138 -2.525 2.582 0.13
H -0.114 -2.955 3.986 0.53
H 2.498 -3.177 2.997 0.46
H 1.980 -1.803 4.005 0.35
H 3.203 -1.600 1.219 0.10
H 3.982 -1.114 2.783 0.49
N 1.679 -1.238 -0.267 1.06
P 1.530 -2.119 -1.547 -1.84
N -0.027 -2.830 -1.680 0.24
C -0.694 -2.872 -0.390 1.15
C -2.140 -3.318 -0.541 -1.40
C -2.934 -2.279 -1.344 -0.81
C -2.027 -1.565 -2.356 0.04
C -0.901 -2.493 -2.794 -0.05
N 1.946 -1.368 -2.974 0.93
C 2.205 -2.067 -4.223 -1.02
C 1.659 -1.268 -5.405 -0.71
C 2.338 0.111 -5.496 -0.71
C 2.997 0.489 -4.167 -1.08
C 2.095 0.080 -3.012 0.68
N 2.499 -3.503 -1.641 0.65
C 2.061 -4.767 -1.070 -0.04
C 3.118 -5.835 -1.326 -1.05
C 4.411 -5.506 -0.567 -0.72
C 4.575 -3.990 -0.402 -0.46
C 3.936 -3.271 -1.586 -0.67
H -0.654 -1.855 0.113 -0.88
H -0.134 -3.558 0.256 0.50
H -2.589 -3.456 0.445 0.40
H -2.144 -4.283 -1.051 0.41
H -3.363 -1.537 -0.669 0.24
H -3.752 -2.781 -1.863 0.44
H -1.573 -0.677 -1.900 -0.62
H -2.610 -1.248 -3.223 0.68
H -0.297 -2.020 -3.566 -0.41
H -1.325 -3.414 -3.211 0.40
H 1.740 -3.051 -4.166 0.50
H 3.283 -2.216 -4.361 0.50
H 0.581 -1.140 -5.285 0.14
H 1.820 -1.836 -6.322 0.50
H 1.590 0.864 -5.752 0.35
H 3.091 0.108 -6.284 0.40
H 3.175 1.565 -4.126 0.43
H 3.962 -0.010 -4.071 0.32
H 1.120 0.571 -3.131 -0.14
H 2.517 0.400 -2.052 -0.37
H 1.120 -5.039 -1.552 0.30
H 1.883 -4.693 0.014 0.04
H 3.312 -5.873 -2.398 0.36
H 2.740 -6.811 -1.018 0.40
H 5.264 -5.915 -1.110 0.31
H 4.395 -5.976 0.418 0.36
H 5.633 -3.731 -0.330 0.63
H 4.083 -3.652 0.513 -0.21
H 4.401 -3.633 -2.513 0.37
H 4.103 -2.191 -1.520 0.48
C -5.123 5.395 4.213 -1.50
C -5.216 4.423 3.078 1.00
C -6.458 3.956 2.669 -0.87
C -6.573 3.045 1.635 -1.00
C -5.436 2.594 0.993 -0.79
C -4.185 3.068 1.375 -0.44
N -3.039 2.581 0.709 0.39
C -2.249 3.405 -0.066 0.78
C -2.598 4.740 -0.286 -0.59
C -1.771 5.581 -0.998 -0.75
C -0.565 5.114 -1.512 -1.12
C -0.204 3.805 -1.317 -0.81
C -1.032 2.920 -0.602 0.21
C -0.551 1.575 -0.419 1.60
O -1.210 0.577 0.079 -0.72
O 0.679 1.290 -0.676 -0.07
C -4.062 3.990 2.421 1.43
C -2.728 4.530 2.854 -1.21
H -6.111 5.714 4.527 0.40
H -4.561 6.278 3.921 0.34
H -4.617 4.950 5.068 0.32
H -7.344 4.309 3.174 0.39
H -7.545 2.697 1.322 0.41
H -5.501 1.897 0.170 0.55
H -3.075 1.613 0.407 0.00
H -3.538 5.104 0.104 0.55
H -2.067 6.607 -1.153 0.44
H 0.073 5.778 -2.071 0.47
H 0.717 3.409 -1.719 0.60
H -1.909 4.091 2.295 -0.35
H -2.574 4.344 3.916 0.54
H -2.691 5.608 2.697 0.50
```

Results
HOMO energy (alpha / beta): -9.69 / -10.23 eV
Spin multiplicity: 2
E_LUMO (alpha / beta): -2.1 / -2.2 eV
Net charge: +1
Relative energy (zero: lowest compared OMol25 entry of this formula, charge and spin): 1.4409 eV
E_tot: -3399.96122 a.u.
Frontier orbital gap (alpha / beta): 7.6 / 8.0 eV



# 2
Computed, not measured: C18H15F3In as an isolated structure, with ωB97M-V/def2-TZVPD.

XYZ file:
```
37
Properties=species:S:1:pos:R:3:nbo_charge:R:1
In 29.218 -18.279 -23.887 0.99
F 28.559 -20.889 -25.402 -0.30
C 28.661 -22.040 -26.044 0.53
C 29.696 -22.173 -27.018 -0.20
C 29.836 -23.390 -27.650 -0.17
C 28.953 -24.414 -27.351 -0.07
C 27.887 -24.248 -26.397 -0.04
C 27.745 -23.058 -25.740 -0.31
H 30.343 -21.329 -27.211 0.25
H 30.569 -23.499 -28.436 0.26
H 29.040 -25.366 -27.862 0.27
H 27.178 -25.054 -26.257 0.28
H 26.954 -22.869 -25.024 0.28
F 29.141 -19.085 -26.910 -0.33
C 28.667 -19.339 -28.137 0.48
C 27.363 -19.882 -28.247 -0.23
C 26.853 -20.098 -29.508 -0.20
C 27.618 -19.761 -30.627 -0.05
C 28.920 -19.194 -30.474 -0.10
C 29.461 -19.012 -29.233 -0.30
H 26.761 -20.111 -27.377 0.25
H 25.911 -20.620 -29.606 0.27
H 27.241 -19.913 -31.631 0.27
H 29.493 -18.897 -31.344 0.27
H 30.484 -18.693 -29.089 0.27
F 30.994 -20.533 -24.629 -0.33
C 31.542 -21.754 -24.702 0.48
C 31.326 -22.648 -23.644 -0.28
C 31.930 -23.870 -23.687 -0.13
C 32.781 -24.179 -24.781 -0.03
C 32.974 -23.280 -25.850 -0.22
C 32.360 -22.054 -25.812 -0.18
H 30.720 -22.336 -22.801 0.26
H 31.817 -24.582 -22.883 0.27
H 33.311 -25.125 -24.775 0.27
H 33.642 -23.545 -26.657 0.27
H 32.583 -21.316 -26.575 0.25
```

Results
HOMO energy: -17.80 eV
E_LUMO: -14.8 eV
Net charge: +3
Relative energy (zero: lowest compared OMol25 entry of this formula, charge and spin): 0.0000 eV
E_tot: -1183.41847 a.u.
Frontier orbital gap: 3.0 eV



# 3
Computed, not measured: one molecule with the formula C7H8N4O2 in a non-equilibrium geometry, with ωB97M-V/def2-TZVPD.

XYZ file:
```
21
Properties=species:S:1:pos:R:3:nbo_charge:R:1
C -3.169 -1.497 -1.023 -0.58
C -1.295 2.301 0.161 0.14
C -1.888 -2.036 -0.877 0.64
C -3.585 -0.141 -0.948 0.63
C -1.016 0.212 -0.365 0.59
C 0.850 1.432 0.989 -0.40
C 0.662 -1.611 -0.643 -0.40
N -2.441 1.949 -0.393 -0.18
N -0.437 1.261 0.307 -0.37
N -2.396 0.667 -0.635 -0.22
N -0.725 -1.083 -0.591 -0.44
O -1.541 -3.177 -1.006 -0.63
O -4.584 0.513 -1.107 -0.58
H -3.952 -2.305 -1.016 0.25
H -0.990 3.235 0.656 0.21
H 1.625 1.793 0.360 0.22
H 0.752 2.307 1.611 0.23
H 1.036 0.522 1.513 0.23
H 1.114 -1.188 -1.507 0.20
H 0.716 -2.676 -0.708 0.26
H 1.039 -1.264 0.284 0.19
```

Results
HOMO energy: -8.03 eV
E_LUMO: 0.1 eV
Net charge: 0
Relative energy (zero: lowest compared OMol25 entry of this formula, charge and spin): 2.4600 eV
E_tot: -640.98419 a.u.
Frontier orbital gap: 8.1 eV



# 4
Computed, not measured: C23H28BrN3O5S as an isolated structure in a non-equilibrium geometry, with ωB97M-V/def2-TZVPD.

XYZ file:
```
61
Properties=species:S:1:pos:R:3:nbo_charge:R:1
C -7.858 -0.929 -0.162 -0.24
H -8.636 -1.565 -0.114 0.19
O -6.651 -1.690 -0.071 -0.49
C -5.487 -1.293 -0.162 0.14
C -5.268 -0.108 -0.595 -0.20
C -4.063 0.500 -0.487 0.01
C -3.017 -0.381 -0.146 -0.10
C -3.185 -1.563 -0.129 -0.19
C -4.498 -2.089 -0.006 0.25
O -4.431 -3.488 0.388 -0.50
C -5.741 -3.937 0.599 -0.20
H -6.389 -4.052 -0.433 0.19
H -5.366 -5.336 0.722 0.13
H -6.251 -3.626 1.434 0.17
H -2.350 -2.273 0.043 0.22
C -1.577 0.213 -0.295 -0.17
N -1.415 1.523 -0.336 -0.43
C -0.854 2.400 0.601 0.67
O -0.806 3.776 0.449 -0.69
C 0.004 1.788 1.686 -0.30
N 0.967 0.843 0.884 -0.42
C 1.868 1.683 0.340 -0.26
C 2.912 0.722 -0.471 -0.27
N 3.484 -0.259 0.572 -0.68
S 4.905 0.474 0.916 2.22
O 4.904 1.741 1.375 -0.91
O 5.239 -0.721 2.267 -0.99
C 6.169 0.220 -0.165 -0.36
C 6.324 -1.244 -0.505 -0.11
C 7.411 -1.433 -1.518 -0.20
C 8.084 -0.187 -2.120 -0.18
C 7.771 0.949 -1.715 -0.20
C 6.862 1.189 -0.597 -0.14
H 6.573 1.992 -0.232 0.22
H 8.315 1.759 -1.962 0.21
H 8.873 -0.239 -2.786 0.22
H 7.608 -2.381 -2.129 0.24
Br 5.446 -2.672 0.300 0.21
C 2.572 -0.930 1.276 -0.23
C 1.582 0.168 2.066 -0.28
H 1.033 -0.564 2.733 0.22
H 2.184 0.728 2.879 0.22
H 3.059 -1.605 2.011 0.27
H 1.939 -1.781 0.661 0.21
H 3.603 1.213 -1.121 0.22
H 2.509 -0.054 -1.262 0.21
H 1.534 2.079 -0.512 0.22
H 2.722 2.112 0.853 0.22
H -0.602 1.249 2.112 0.19
H 0.374 2.594 2.230 0.23
C -2.346 2.349 -1.369 -0.22
C -3.779 2.088 -0.904 -0.39
H -3.800 2.696 -0.048 0.21
H -4.446 2.290 -1.515 0.19
H -2.095 1.794 -2.194 0.19
H -2.117 3.466 -1.145 0.29
H -1.108 -0.158 -1.447 0.16
H -0.970 -0.169 0.424 0.22
H -6.090 0.838 -0.597 0.21
H -7.783 -0.126 0.777 0.20
H -7.853 -0.584 -1.346 0.19
```

Results
HOMO energy: -8.17 eV
E_LUMO: -0.1 eV
Net charge: 0
E_tot: -4405.08884 a.u.
Frontier orbital gap: 8.1 eV



Please write out number 2 again, unchanged.
Computed, not measured: C18H15F3In as an isolated structure, with ωB97M-V/def2-TZVPD.

XYZ file:
```
37
Properties=species:S:1:pos:R:3:nbo_charge:R:1
In 29.218 -18.279 -23.887 0.99
F 28.559 -20.889 -25.402 -0.30
C 28.661 -22.040 -26.044 0.53
C 29.696 -22.173 -27.018 -0.20
C 29.836 -23.390 -27.650 -0.17
C 28.953 -24.414 -27.351 -0.07
C 27.887 -24.248 -26.397 -0.04
C 27.745 -23.058 -25.740 -0.31
H 30.343 -21.329 -27.211 0.25
H 30.569 -23.499 -28.436 0.26
H 29.040 -25.366 -27.862 0.27
H 27.178 -25.054 -26.257 0.28
H 26.954 -22.869 -25.024 0.28
F 29.141 -19.085 -26.910 -0.33
C 28.667 -19.339 -28.137 0.48
C 27.363 -19.882 -28.247 -0.23
C 26.853 -20.098 -29.508 -0.20
C 27.618 -19.761 -30.627 -0.05
C 28.920 -19.194 -30.474 -0.10
C 29.461 -19.012 -29.233 -0.30
H 26.761 -20.111 -27.377 0.25
H 25.911 -20.620 -29.606 0.27
H 27.241 -19.913 -31.631 0.27
H 29.493 -18.897 -31.344 0.27
H 30.484 -18.693 -29.089 0.27
F 30.994 -20.533 -24.629 -0.33
C 31.542 -21.754 -24.702 0.48
C 31.326 -22.648 -23.644 -0.28
C 31.930 -23.870 -23.687 -0.13
C 32.781 -24.179 -24.781 -0.03
C 32.974 -23.280 -25.850 -0.22
C 32.360 -22.054 -25.812 -0.18
H 30.720 -22.336 -22.801 0.26
H 31.817 -24.582 -22.883 0.27
H 33.311 -25.125 -24.775 0.27
H 33.642 -23.545 -26.657 0.27
H 32.583 -21.316 -26.575 0.25
```

Results
HOMO energy: -17.80 eV
E_LUMO: -14.8 eV
Net charge: +3
Relative energy (zero: lowest compared OMol25 entry of this formula, charge and spin): 0.0000 eV
E_tot: -1183.41847 a.u.
Frontier orbital gap: 3.0 eV